Entry 1:
Density functional theory data (ωB97M-V with the def2-TZVPD basis set) for C28H42AsF6O21 as an isolated structure in a non-equilibrium geometry.

Output
Orbital gap, eV: 10.2
Total charge: -1
HOMO, eV: -8.7
Energy above the lowest of the compared OMol25 structures with the same formula, charge and spin, eV: 0.4376

Structure (XYZ):
```
98
Properties=species:S:1:pos:R:3:lowdin_charge:R:1
As -6.973 16.812 -11.689 0.9647
F -8.095 15.410 -11.805 -0.2743
F -7.199 17.069 -13.440 -0.2677
F -5.860 18.204 -11.665 -0.2617
F -6.743 16.553 -9.860 -0.2876
F -5.597 15.680 -11.964 -0.2570
F -8.379 17.891 -11.438 -0.2749
O -5.068 13.232 -7.784 0.0576
O -6.298 11.880 -6.555 0.0318
O -7.937 21.431 -17.263 0.1152
O -10.034 14.045 -5.771 0.1664
O -1.661 14.688 -11.275 0.1506
O -10.077 13.839 -8.042 0.0454
O -6.954 21.501 -8.485 0.0893
O -9.363 13.453 -15.219 0.1221
O -10.534 11.556 -15.039 0.1034
O -2.504 19.033 -17.023 0.1337
O -8.642 11.902 -13.850 0.0896
O -2.640 15.304 -9.410 0.0952
O -6.510 20.636 -15.665 0.0902
O -2.760 16.748 -11.091 0.0291
O -4.717 21.315 -8.023 0.1200
O -3.982 11.606 -6.480 0.1049
O -8.534 21.193 -15.082 0.0510
O -10.969 15.546 -7.202 0.0436
O -6.084 19.586 -7.943 0.0820
O -3.514 17.243 -16.087 0.0668
O -2.471 18.710 -14.776 0.0901
C -10.282 14.433 -6.870 -0.5590
C -7.648 21.165 -16.100 -0.5457
C -6.551 20.311 -14.262 -0.2682
C -3.332 17.357 -10.002 -0.1337
C -10.336 17.130 -8.747 0.0083
C -5.841 20.854 -8.163 -0.5797
C -8.565 20.775 -10.062 -0.0094
C -4.971 12.214 -6.927 -0.4559
C -8.063 20.709 -8.598 -0.3050
C -6.458 12.404 -13.679 -0.0043
C -8.285 14.017 -14.606 -0.1147
C -6.384 13.502 -8.191 -0.3121
C -5.315 20.934 -13.571 -0.0106
C -7.198 12.872 -7.028 -0.0973
C -3.484 16.525 -7.582 -0.0054
C -3.657 16.216 -9.041 -0.3120
C -3.876 16.809 -14.788 -0.2868
C -6.551 12.893 -9.590 0.0092
C -9.587 12.274 -14.710 -0.5632
C -3.342 15.348 -14.584 -0.0086
C -2.266 15.519 -10.662 -0.5284
C -11.193 15.802 -8.541 -0.2591
C -7.840 12.984 -13.577 -0.3455
C -10.559 14.541 -9.195 -0.0510
C -2.817 18.443 -16.014 -0.5408
C -7.477 19.329 -8.162 -0.0619
C -7.973 20.810 -13.808 -0.0558
C -3.185 17.863 -13.912 -0.0937
H -8.704 21.799 -10.408 0.0842
H -6.246 11.905 -14.624 0.0991
H -11.031 17.970 -8.721 0.0759
H -9.487 20.220 -10.233 0.0822
H -7.910 18.901 -7.257 0.1280
H -3.981 18.441 -13.442 0.1058
H -12.264 15.818 -8.742 0.1514
H -6.026 11.941 -9.670 0.1024
H -5.722 13.188 -13.504 0.0724
H -8.189 13.255 -12.581 0.1352
H -2.484 17.386 -13.229 0.1248
H -4.220 17.876 -10.364 0.1071
H -2.537 16.974 -7.283 0.0919
H -4.949 16.811 -14.593 0.1244
H -6.567 19.229 -14.129 0.1136
H -11.328 13.945 -9.687 0.1311
H -6.029 13.581 -10.255 0.0676
H -3.674 15.681 -6.920 0.0841
H -3.709 14.634 -15.321 0.0715
H -7.828 21.650 -13.128 0.1183
H -7.548 18.582 -8.953 0.0899
H -9.496 17.323 -8.081 0.0718
H -5.320 22.017 -13.693 0.0855
H -8.594 20.043 -13.345 0.1215
H -3.659 14.968 -13.613 0.0593
H -7.610 12.971 -9.834 0.0798
H -7.412 13.585 -6.231 0.1294
H -4.372 20.643 -14.033 0.0746
H -5.350 20.767 -12.495 0.0770
H -2.654 18.094 -9.571 0.1435
H -8.069 12.457 -7.534 0.1206
H -7.768 20.348 -10.671 0.0662
H -2.271 15.252 -14.762 0.0884
H -4.597 15.733 -9.307 0.1221
H -4.149 17.363 -7.370 0.0814
H -8.522 14.975 -14.143 0.1143
H -7.437 14.190 -15.269 0.1404
H -6.489 14.587 -8.193 0.1349
H -9.880 17.130 -9.737 0.0508
H -6.236 11.691 -12.885 0.0859
H -9.776 14.758 -9.922 0.1113
H -8.779 21.137 -7.897 0.1515
```

---

Entry 2:
Density functional theory data (ωB97M-V with the def2-TZVPD basis set) for a single C14H17N3O4S molecule in a non-equilibrium geometry.

Output
Orbital gap, eV: 8.5
HOMO, eV: -8.1
SMILES string: COc1cc(C(=O)CSc2nncn2C)cc(OC)c1OC
Energy above the lowest of the compared OMol25 structures with the same formula, charge and spin, eV: 3.1688

Structure (XYZ):
```
39
Properties=species:S:1:pos:R:3:lowdin_charge:R:1
S -0.646 0.067 -3.604 0.9821
O 2.160 -0.892 3.366 -0.1106
O 1.372 1.774 4.143 -0.0384
O 0.266 3.341 2.528 -0.0619
O 0.802 -1.123 -1.468 0.0587
N -2.423 -1.033 -1.863 0.0184
N -1.928 -2.339 -3.560 -0.1070
N -3.108 -2.178 -1.723 0.0114
C 1.886 1.021 5.218 -0.0601
C 0.670 0.464 0.270 -0.1480
C 0.313 1.743 0.699 0.0361
C -1.325 -2.822 -4.766 -0.0370
C 0.434 -0.031 -1.093 -0.4178
C -2.818 -2.948 -2.727 -0.1662
C -0.391 4.279 1.713 -0.0786
C 1.552 -0.049 2.473 -0.1714
C -0.315 0.907 -2.030 -0.3906
C 1.285 -0.410 1.162 0.0487
C 0.571 2.124 2.002 -0.1834
C 2.478 -2.198 2.946 -0.0728
C 1.193 1.237 2.915 -0.1116
C -1.718 -1.134 -2.958 -0.6536
H 1.544 -1.387 0.789 0.1124
H -1.796 -2.366 -5.640 0.0962
H -1.276 1.189 -1.602 0.0811
H 1.586 -2.749 2.634 0.1009
H 1.266 0.148 5.434 0.0982
H 3.208 -2.192 2.131 0.0991
H 0.281 1.789 -2.262 0.0914
H 2.916 -2.681 3.818 0.0956
H -0.551 5.151 2.344 0.0953
H 2.912 0.698 5.033 0.0954
H -1.359 3.904 1.365 0.0991
H -0.161 2.431 0.022 0.0997
H -1.439 -3.904 -4.816 0.0942
H 0.221 4.566 0.851 0.0967
H -3.213 -3.929 -2.891 0.1167
H 1.866 1.701 6.070 0.0960
H -0.265 -2.562 -4.765 0.0857
```